# 1
Density functional theory data (ωB97M-V with the def2-TZVPD basis set) for an isolated ion of composition C35H34O3P and charge +1 in a non-equilibrium geometry.

As for the charge: +1. Its LUMO energy is -2.20 eV. The value obtained for the HOMO energy is -0.4080 Ha. The calculation puts the relative energy (zero: lowest compared OMol25 entry of this formula, charge and spin) at 13.35 kcal/mol. The calculation puts the electronic energy at -1920.8565 Ha.

The geometry in XYZ format:
```
73
Properties=species:S:1:pos:R:3:forces:R:3
P 0.1448 0.3084 -0.0158 0.530 -1.075 -3.881
O 0.8483 -4.7357 -2.9996 -1.174 -0.402 -0.264
O -4.4817 2.2410 -3.2868 0.515 0.523 -0.323
O 4.1099 3.5995 -3.1297 0.509 -0.697 -0.428
C -0.8105 -0.6073 4.0484 -1.000 -0.088 -0.159
C 3.7690 -0.0201 4.1860 -0.388 0.227 -0.704
C 0.6607 -3.5731 -2.3408 -0.139 -0.530 0.415
C -2.1700 -0.7797 2.0695 -0.512 -0.368 -0.157
C 1.2684 1.4738 -0.9321 1.222 0.677 1.065
C -0.1586 -5.8027 -2.7719 0.832 0.803 -0.267
C -2.9537 2.5905 -1.4336 -0.121 -0.164 -0.297
C 0.5826 -1.2596 -0.8283 0.055 -0.696 1.101
C 3.6176 1.0676 3.3357 -0.561 0.604 -0.578
C 3.6279 2.0527 -1.3590 -0.032 0.047 -0.031
C 1.5080 0.1511 2.5323 0.549 -0.783 -0.216
C -0.0824 -2.4178 -0.3667 -0.324 0.942 -0.090
C -3.4090 1.8364 -2.5684 -0.128 0.229 0.730
C -4.3125 -2.0121 4.9100 -0.452 0.097 -0.535
C -0.1291 -3.5524 -1.1618 0.133 0.082 0.145
C 0.9151 2.2719 -2.0421 -0.731 -0.797 0.030
C -1.9320 0.0194 -1.9917 1.114 -0.266 -0.131
C 1.3513 -2.4233 -2.8123 -0.551 -1.498 0.357
C -1.9885 1.9901 -0.6214 0.827 0.163 0.079
C 1.3404 -1.3195 -2.0078 -0.403 1.153 0.092
C 2.8692 -1.0641 4.2101 -1.834 -0.491 -1.122
C 3.2074 2.8253 -2.4910 0.537 -0.156 0.903
C -0.9685 -0.3871 2.6356 0.007 0.463 0.733
C -3.0579 -1.5623 4.2447 1.109 -0.046 -1.223
C -1.8109 -1.2537 4.8462 0.230 1.022 -1.471
C 0.1404 0.3414 1.7858 -0.239 2.058 1.586
C -4.8742 3.6602 -3.3348 0.299 -1.050 -0.308
C 2.6446 1.4220 -0.6061 -0.305 -0.908 0.275
C -3.1537 -1.4220 2.8314 0.189 0.512 0.646
C 1.8297 2.8688 -2.8878 1.800 0.017 0.713
C -2.8289 0.5555 -2.8959 -0.970 1.562 0.341
C 5.5458 3.2404 -3.0214 -1.169 0.312 -0.391
C 2.4712 1.1737 2.5220 -0.529 0.487 0.436
C -1.3926 0.7377 -0.9045 -1.707 0.889 0.674
C 1.7708 -1.0389 3.3155 -0.250 0.957 -0.138
H -4.9388 -1.1611 5.1914 0.203 0.044 0.107
H 1.5632 3.3608 -3.8310 -0.002 -0.035 0.670
H 4.7123 1.9278 -1.0433 -1.668 0.418 -0.586
H 1.8659 -0.4262 -2.3223 -0.048 -0.063 -0.128
H 1.8295 -2.4537 -3.7928 0.096 -0.051 0.487
H -1.5488 -0.9733 -2.1718 0.127 -0.116 -0.225
H 4.5837 -0.0693 4.8361 1.250 0.134 0.953
H 0.0855 -0.2355 4.5531 -0.563 -0.277 -0.162
H 2.2467 2.1319 1.9661 0.435 -1.232 0.693
H 5.9726 3.6770 -2.1100 -0.128 -0.214 -0.219
H -3.9803 4.2901 -3.4334 -0.287 -0.110 0.162
H -4.8833 -2.5477 4.1527 -0.184 -0.153 0.170
H 5.6415 2.1462 -3.0550 0.108 0.387 0.067
H -4.2073 -2.6517 5.7553 0.317 -0.396 0.727
H -0.0914 1.5256 1.6803 0.441 -1.998 1.275
H -1.1668 -5.3502 -2.7947 0.454 -0.380 0.004
H -0.0161 -6.4919 -3.6142 -0.099 0.242 0.399
H -3.3263 3.6415 -1.1987 0.386 -1.786 -0.372
H 6.0002 3.6874 -3.9151 -0.128 -0.150 0.412
H -5.4952 3.9263 -2.4710 0.290 -0.078 -0.141
H 2.9104 0.7981 0.2690 0.205 0.459 -0.848
H 2.8860 -1.8899 4.9372 0.451 0.464 -0.478
H -4.0647 -1.7858 2.3394 0.357 0.372 0.192
H -1.5782 2.5264 0.2470 -0.407 0.100 -0.431
H -5.4646 3.7167 -4.2581 0.151 0.114 0.408
H -0.6165 -2.3462 0.5996 0.152 -0.321 -0.736
H -3.1136 0.0681 -3.8556 0.077 0.249 1.139
H -0.7839 -4.3922 -0.8554 0.894 0.551 -0.243
H 4.3232 1.9147 3.3250 -0.292 -0.675 0.162
H -2.3850 -0.5427 1.0194 0.118 -0.397 0.409
H 0.0489 -6.3053 -1.8111 -0.172 0.219 -0.443
H -0.1284 2.3578 -2.2897 -0.210 -0.024 -0.210
H -1.5763 -1.4392 5.9035 -0.402 0.222 -0.488
H 0.9874 -1.8308 3.3859 1.137 0.665 -0.330
```
Positions in Å, forces in eV/Å.

=====

# 2
Density functional theory data (ωB97M-V with the def2-TZVPD basis set) for an isolated ion of composition C21H42N7O12 and charge +1.

As for the charge: +1. Its LUMO energy is -2.23 eV. The value obtained for the HOMO energy is -0.3971 Ha. The calculation puts the relative energy (zero: lowest compared OMol25 entry of this formula, charge and spin) at 9.00 kcal/mol. The calculation puts the electronic energy at -2111.4313 Ha.

The geometry in XYZ format:
```
82
Properties=species:S:1:pos:R:3:forces:R:3
O -0.1468 3.5632 -0.6871 0.165 0.359 0.366
O -2.6865 -0.7015 0.2369 0.085 0.140 0.194
O 2.5966 3.2806 -0.1361 -0.044 0.484 -0.046
O 0.1144 -2.5445 -2.2030 0.351 0.015 -0.012
O 2.6144 -1.5067 -0.9162 -0.194 -0.365 -0.147
O -2.9134 -3.2568 -0.4085 -0.246 -0.114 -0.054
O -2.3883 3.7402 0.9199 0.139 0.164 0.212
O -2.5451 0.9512 -1.4164 0.038 0.236 -0.068
O 0.3074 -2.4011 0.8098 0.287 0.249 -0.067
O -4.9347 2.6573 1.4956 -0.090 0.263 -0.001
O 2.0890 2.1577 2.7660 0.112 0.159 0.387
O 0.4069 -0.1099 0.6278 0.301 -0.027 -0.047
N 3.4478 -0.3677 -3.1863 -0.037 -0.138 0.000
N 3.5435 1.4267 -1.7367 0.207 0.299 0.007
N 5.2906 -1.7201 1.5191 -0.137 -0.302 -0.142
N -5.3890 -0.0544 0.7943 0.142 0.019 0.218
N 4.5346 1.5766 -3.7961 0.076 0.020 -0.151
N 3.6760 -0.2114 2.3063 -0.135 0.194 0.149
N 5.9106 -0.1261 3.0294 0.670 0.101 0.320
C 2.7227 2.0013 0.4188 -0.100 -0.470 0.058
C -3.0209 2.7895 0.0949 -0.490 -0.781 -0.144
C -0.4127 -1.1989 0.8868 -0.836 0.063 0.045
C 2.6723 0.9220 -0.6846 -0.084 -0.181 0.221
C -3.9355 1.8677 0.9078 0.256 -0.089 -0.404
C -6.2573 -0.9519 0.0523 -0.044 -0.018 0.031
C 4.9853 -0.6542 2.3475 -0.200 0.323 0.075
C -4.5333 0.7884 -0.0062 0.561 0.070 0.066
C -0.5967 -3.4439 0.4536 -0.375 -0.480 -0.081
C -1.0192 2.7838 -1.4675 -0.424 -0.517 -0.244
C 3.1076 -0.4484 -0.1219 0.089 0.454 0.278
C -1.1822 -3.0625 -1.9921 -0.763 -0.134 0.213
C -3.3795 0.0621 -0.7381 -0.786 -0.154 -0.287
C 2.6720 -0.6172 1.3618 -0.113 -0.508 -0.415
C 3.8395 0.8633 -2.8989 -0.026 0.176 0.048
C -1.9469 1.9384 -0.5894 0.224 0.443 0.332
C 1.3919 0.1959 1.6068 0.212 0.114 0.537
C -1.4832 -1.2760 -0.2150 0.457 -0.112 -0.010
C 1.6692 1.7069 1.5029 -0.116 -0.146 -0.635
C -1.2815 -4.0503 1.6730 0.297 0.135 -0.327
C -1.6050 -2.7911 -0.5417 0.583 0.216 -0.092
H -3.0716 4.1109 1.4946 0.091 0.095 0.002
H -0.5300 -4.4610 2.3412 0.048 -0.021 0.091
H 1.6668 3.4378 -0.3957 -0.044 -0.036 0.007
H -1.2188 -4.1446 -2.1566 0.019 0.037 -0.034
H -5.1503 1.2783 -0.7691 0.088 -0.035 0.035
H 6.2122 -2.0774 1.7284 -0.054 0.005 0.013
H -6.8772 -0.3590 -0.6188 -0.072 -0.065 -0.040
H -1.9481 -4.8452 1.3522 -0.075 -0.053 0.052
H -5.7231 -1.7066 -0.5374 -0.030 -0.017 -0.049
H 3.0195 -0.9497 -2.4480 0.007 -0.001 -0.026
H -3.7682 -0.5997 -1.5265 0.101 0.060 0.184
H 0.0133 -4.2033 -0.0415 -0.062 0.049 -0.002
H 4.8416 1.1646 -4.6598 -0.011 0.028 0.053
H 1.0069 -0.0097 2.6132 -0.017 0.024 -0.059
H 1.6922 -1.7112 -0.6790 0.057 -0.074 -0.053
H 3.7529 -0.8085 -4.0366 0.016 0.065 -0.013
H -1.3397 1.4553 0.1905 -0.066 0.129 -0.131
H -5.6625 2.0711 1.7419 -0.002 -0.080 0.033
H -1.8564 -3.3015 2.2124 -0.133 0.046 0.114
H 4.5906 -2.4450 1.4664 0.011 -0.070 -0.023
H 3.7211 1.9764 0.8737 -0.141 -0.073 -0.003
H 4.8357 2.5136 -3.5923 -0.002 -0.042 0.006
H 5.6429 0.6954 3.5581 -0.182 0.010 -0.079
H -0.8889 -1.0924 1.8793 0.144 0.035 -0.135
H -3.6303 3.2973 -0.6694 0.056 -0.094 0.043
H -3.3339 1.3749 1.6911 -0.002 0.068 -0.129
H 0.4424 -2.8934 -3.0382 0.014 0.056 0.084
H -0.4029 2.1207 -2.0791 -0.078 0.001 -0.016
H 0.7284 2.1975 1.2117 0.148 -0.147 0.005
H -1.9088 -2.5834 -2.6618 0.038 -0.059 0.082
H -6.9058 -1.4597 0.7633 -0.079 -0.065 -0.094
H -0.6977 4.0478 -0.0498 0.114 0.037 0.009
H -1.1112 -0.7318 -1.0882 -0.003 -0.076 0.139
H 2.2301 3.1120 2.7315 -0.007 -0.056 0.010
H 1.6445 0.8413 -1.0614 0.131 0.011 -0.020
H -3.3533 -2.7364 0.2786 0.040 -0.029 -0.137
H 4.2004 -0.5259 -0.1652 -0.230 0.089 0.016
H 3.4672 0.6050 2.8625 0.128 -0.065 0.026
H 2.4330 -1.6839 1.4924 0.011 0.240 -0.080
H -1.6192 3.4152 -2.1334 0.058 -0.066 -0.024
H 3.7447 2.4152 -1.5994 0.004 -0.120 -0.233
H -4.8232 -0.5792 1.4547 -0.046 0.101 -0.010
```
Positions in Å, forces in eV/Å.

=====

# 3
Density functional theory data (ωB97M-V with the def2-TZVPD basis set) for the molecule CH2BrN3 in a non-equilibrium geometry.

Its LUMO energy (alpha / beta) is 0.63 / 0.63 eV. The value obtained for the HOMO energy (alpha / beta) is -0.2863 / -0.2863 Ha. The calculation puts the relative energy (zero: lowest compared OMol25 entry of this formula, charge and spin) at 134.59 kcal/mol. The calculation puts the electronic energy at -2777.3787 Ha.

The geometry in XYZ format:
```
7
Properties=species:S:1:pos:R:3:forces:R:3
Br -2.5407 -0.7841 0.3779 0.236 0.430 -0.054
N 0.0516 0.5996 0.1889 -2.654 2.366 1.005
N 0.9445 -0.0295 -0.4755 0.224 -0.220 -0.896
N 0.5024 -1.2696 -0.4030 -3.433 0.885 2.225
C -0.7139 -0.4572 0.5359 3.659 -4.307 -2.084
H -0.0741 1.5626 0.3794 0.245 1.026 -0.151
H 1.8302 0.3782 -0.6035 1.723 -0.180 -0.045
```
Positions in Å, forces in eV/Å.

=====

# 4
Density functional theory data (ωB97M-V with the def2-TZVPD basis set) for a 2-piece molecular cluster, C9H14O overall in a non-equilibrium geometry.

As for the charge: +1. Its LUMO energy (alpha / beta) is -4.13 / -7.86 eV. Its spin multiplicity is 2. The value obtained for the HOMO energy (alpha / beta) is -0.5251 / -0.5259 Ha. The calculation puts the relative energy (zero: lowest compared OMol25 entry of this formula, charge and spin) at 40.28 kcal/mol. The calculation puts the electronic energy at -426.2120 Ha.

The geometry in XYZ format:
```
24
Properties=species:S:1:pos:R:3:forces:R:3
O -0.2910 0.8501 3.2740 0.343 -0.469 -3.587
C 0.2987 0.8319 -2.3267 -1.092 -1.092 -0.478
C 0.9592 1.7201 1.3054 -1.650 1.255 -2.070
C 0.0095 1.0687 -0.8669 1.626 -0.261 -0.477
C 0.7454 -2.8747 -1.4888 -1.124 0.742 1.104
C -0.0538 0.8801 1.8949 0.541 1.095 3.408
C -0.9489 0.2894 -0.1992 -2.573 -2.382 -0.658
C 0.8455 1.9044 -0.1092 2.145 -0.762 1.991
C -0.7284 -3.2511 -1.7271 1.024 3.805 -2.420
C -0.9559 0.1396 1.1671 -1.648 -0.564 -1.056
H -1.6985 -0.3219 -0.8603 1.493 1.230 1.429
H -0.8153 -3.1352 -2.8652 -0.935 0.157 1.599
H 1.6329 2.3807 -0.7226 -0.574 0.430 0.937
H 0.5292 1.0486 3.7055 0.832 0.592 0.888
H 1.2975 1.0513 -2.8026 -1.083 0.490 1.098
H 1.4772 2.4431 1.9471 0.345 -0.647 -0.372
H 0.1816 -0.2983 -2.4911 -0.374 1.723 -0.050
H 1.0194 -1.8282 -1.8246 -0.532 -1.028 0.894
H -0.9393 -4.2323 -1.5344 -0.422 -2.500 0.839
H -1.6774 -0.4562 1.7701 0.547 0.350 -0.930
H 1.3537 -3.4716 -2.1087 0.985 -1.060 -0.233
H -0.5598 1.3993 -2.8136 1.039 -0.821 -0.157
H 0.8468 -3.0645 -0.4000 1.063 0.442 -0.667
H -1.3474 -2.5663 -1.0890 0.024 -0.726 -1.032
```
Positions in Å, forces in eV/Å.

=====

The highest relative energy (zero: lowest compared OMol25 entry of this formula, charge and spin) belongs to which entry?
CH2BrN3